[1]
A single C25H26N2O5S molecule. Source: OMol25; level of theory: ωB97M-V with the def2-TZVPD basis set.

XYZ file:
```
59
C25H26N2O5S | OMol25 | ωB97M-V with the def2-TZVPD basis set
N -3.6148 1.2841 -2.1052
S -3.2708 2.7535 -1.3815
O -3.6821 2.7591 -0.0032
O -3.7791 3.7767 -2.2453
C -1.4948 2.6824 -1.4544
C -0.8369 3.0077 -2.6226
C 0.5349 2.8401 -2.6934
C 1.2382 2.3362 -1.6039
C 2.6976 1.9965 -1.7236
C 2.8408 0.7010 -2.5474
N 1.8383 -0.2678 -2.1697
C 0.7218 -0.4284 -2.9038
O 0.5772 -0.0101 -4.0306
C -0.3786 -1.2501 -2.2313
O -0.1787 -1.3794 -0.8277
C -1.2069 -1.1098 -0.0170
O -2.2942 -0.7631 -0.4042
C -0.8641 -1.2992 1.4404
C 0.3693 -2.1859 1.6974
C 0.2932 -2.7704 3.0992
C -0.7076 -3.7014 3.3633
C -0.8416 -4.2653 4.6175
C 0.0315 -3.9126 5.6331
C 1.0396 -3.0020 5.3767
C 1.1715 -2.4359 4.1189
C 1.6590 -1.4545 1.4281
C 2.6189 -2.0258 0.6006
C 3.8264 -1.3895 0.3634
C 4.0951 -0.1674 0.9552
C 3.1476 0.4125 1.7824
C 1.9399 -0.2239 2.0142
C 0.5556 2.0374 -0.4293
C -0.8140 2.2150 -0.3502
H -3.4707 0.5180 -1.4604
H -4.5438 1.2667 -2.4940
H -1.4096 3.3784 -3.4567
H 1.0600 3.0758 -3.6061
H 3.2469 2.7950 -2.2227
H 3.1235 1.8445 -0.7307
H 2.6788 0.9076 -3.6071
H 3.8349 0.2695 -2.4080
H 1.8457 -0.6062 -1.2171
H -1.3394 -0.7638 -2.4327
H -0.3922 -2.2523 -2.6740
H -1.7480 -1.7231 1.9219
H -0.7227 -0.3053 1.8702
H 0.3135 -3.0326 1.0026
H -1.3866 -3.9936 2.5742
H -1.6262 -4.9841 4.8020
H -0.0702 -4.3511 6.6143
H 1.7331 -2.7281 6.1580
H 1.9751 -1.7383 3.9401
H 2.4222 -2.9839 0.1414
H 4.5593 -1.8531 -0.2802
H 5.0388 0.3274 0.7796
H 3.3510 1.3628 2.2549
H 1.2200 0.2388 2.6747
H 1.1029 1.6543 0.4199
H -1.3753 1.9976 0.5448
```

As for the SMILES: NS(=O)(=O)c1ccc(CCNC(=O)COC(=O)CC(c2ccccc2)c2ccccc2)cc1. The HOMO-LUMO gap is 0.3643 Ha. The multiplicity is 1. The relative energy (zero: lowest compared OMol25 entry of this formula, charge and spin) comes out at 0.00 kcal/mol. As for the largest force on an atom: 0.811 eV/Å.

---

[2]
C25H26N2O7PY as an isolated structure. Source: OMol25; level of theory: ωB97M-V with the def2-TZVPD basis set.

XYZ file:
```
62
C25H26N2O7PY | OMol25 | ωB97M-V with the def2-TZVPD basis set
Y 0.1182 0.5346 1.5069
O 0.2325 2.7332 2.9393
C 0.8344 2.4287 4.2045
C 2.1869 1.7502 4.0125
N 2.0689 0.5749 3.1442
C 1.8609 -0.6814 3.8720
C 1.3814 -1.7862 2.8938
O 1.6289 -2.9452 3.1468
O 0.7397 -1.3404 1.8607
C 3.1463 0.4479 2.1401
C 2.5127 0.7284 0.7628
O 1.6757 1.7179 0.7700
O 2.7360 0.0018 -0.1894
H 0.8628 3.2658 2.4398
H 0.1356 1.7677 4.7117
H 0.9590 3.3411 4.7935
H 2.6066 1.4878 4.9900
H 2.8602 2.4668 3.5383
H 1.0710 -0.5430 4.6120
H 2.7635 -1.0410 4.3744
H 3.5692 -0.5549 2.1396
H 3.9528 1.1623 2.3119
N -1.6039 2.0261 0.4361
C -1.8497 2.0493 -0.9807
C -2.6007 3.0826 -1.5316
C -2.8880 3.1062 -2.8847
C -2.4305 2.0839 -3.7018
C -1.6610 1.0670 -3.1636
C -1.3480 1.0340 -1.8042
P -0.1620 -0.1940 -1.1065
C 0.8197 -0.5586 -2.6035
C 1.8107 0.3494 -2.9705
C 2.5264 0.1644 -4.1416
C 2.2656 -0.9326 -4.9511
C 1.2857 -1.8434 -4.5855
C 0.5635 -1.6595 -3.4147
C -1.1422 -1.7292 -0.9264
C -2.5148 -1.8022 -1.1307
C -3.1926 -2.9827 -0.8656
C -2.5049 -4.0922 -0.4003
C -1.1292 -4.0323 -0.2183
C -0.4491 -2.8564 -0.4799
H -1.8164 2.9325 0.8340
H -2.2535 1.3519 0.8588
H -2.9685 3.8718 -0.8847
H -3.4767 3.9164 -3.2945
H -2.6594 2.0891 -4.7594
H -1.2755 0.2925 -3.8128
H 2.0235 1.1878 -2.3202
H 3.2991 0.8700 -4.4195
H 2.8307 -1.0845 -5.8619
H 1.0782 -2.7006 -5.2135
H -0.1977 -2.3749 -3.1318
H -3.0541 -0.9356 -1.4937
H -4.2651 -3.0287 -1.0085
H -3.0420 -5.0050 -0.1752
H -0.5894 -4.8949 0.1500
H 0.6207 -2.7992 -0.3233
O -2.1658 -0.4133 1.5986
C -2.0044 -0.3871 2.8385
O -1.0697 0.2522 3.3896
H -2.7123 -0.9369 3.4797
```

The HOMO-LUMO gap is 0.3237 Ha. The multiplicity is 1. As for the largest force on an atom: 3.291 eV/Å.

---

[3]
A single C25H26N4O molecule. Source: OMol25; level of theory: ωB97M-V with the def2-TZVPD basis set.

XYZ file:
```
56
C25H26N4O | OMol25 | ωB97M-V with the def2-TZVPD basis set
N 2.2553 2.4824 1.7549
C 2.0695 1.5275 0.8176
N 2.4544 0.2821 0.9678
C 3.2160 -0.1091 2.0201
O 3.7059 0.6273 2.8811
C 3.4391 -1.5792 2.0552
C 4.3256 -2.1068 2.9895
C 4.5378 -3.4707 3.0570
C 3.8609 -4.3191 2.1958
C 2.9733 -3.7995 1.2664
C 2.7626 -2.4359 1.1921
N 1.4340 1.8350 -0.3385
C 0.4490 2.8918 -0.4371
C -0.9271 2.2680 -0.6708
N -0.9853 1.5708 -1.9489
C -2.0020 0.5154 -2.0294
C -3.3940 1.1104 -1.9792
C -4.4833 0.3446 -1.5826
C -5.7586 0.8822 -1.5820
C -5.9651 2.1891 -1.9873
C -4.8891 2.9487 -2.4139
C -3.6151 2.4104 -2.4172
C -1.7648 -0.5957 -1.0254
C -2.1856 -0.4963 0.2980
C -1.8231 -1.4570 1.2276
C -1.0504 -2.5404 0.8495
C -0.6636 -2.6731 -0.4731
C -1.0157 -1.7074 -1.3988
C 0.3343 1.1967 -2.4246
C 1.2814 0.7605 -1.3096
H 2.2105 3.4586 1.5234
H 2.8962 2.1690 2.4905
H 4.8388 -1.4282 3.6549
H 5.2290 -3.8756 3.7821
H 4.0241 -5.3862 2.2497
H 2.4452 -4.4650 0.5979
H 2.0745 -2.0148 0.4768
H 0.7068 3.5775 -1.2510
H 0.4156 3.4556 0.4954
H -1.1138 1.5884 0.1727
H -1.6967 3.0473 -0.6568
H -1.8921 0.0879 -3.0369
H -4.3366 -0.6813 -1.2771
H -6.5943 0.2750 -1.2659
H -6.9600 2.6092 -1.9820
H -5.0438 3.9633 -2.7514
H -2.7787 2.9924 -2.7724
H -2.8224 0.3229 0.6014
H -2.1467 -1.3556 2.2532
H -0.7577 -3.2811 1.5782
H -0.0805 -3.5272 -0.7847
H -0.7020 -1.8192 -2.4279
H 0.2437 0.3900 -3.1522
H 0.7640 2.0591 -2.9484
H 2.2677 0.5167 -1.7144
H 0.8979 -0.1326 -0.8073
```

As for the SMILES: N/C(=N\C(=O)c1ccccc1)N1CCN(C(c2ccccc2)c2ccccc2)CC1. The HOMO-LUMO gap is 0.3390 Ha. The multiplicity is 1. The relative energy (zero: lowest compared OMol25 entry of this formula, charge and spin) comes out at 2.31 kcal/mol. As for the largest force on an atom: 0.513 eV/Å.

---

[4]
A single C25H26N4O3S molecule. Source: OMol25; level of theory: ωB97M-V with the def2-TZVPD basis set.

XYZ file:
```
59
C25H26N4O3S | OMol25 | ωB97M-V with the def2-TZVPD basis set
O -0.4184 -2.0620 3.3297
C -0.6871 -1.3747 2.3693
C -1.6814 -0.2286 2.4143
C -0.9431 1.1122 2.4446
C -1.9159 2.2956 2.3915
C -1.2792 3.5773 1.8480
C -1.3068 3.6779 0.3196
N -0.5156 2.6504 -0.3341
C -1.0581 1.5275 -0.8758
S -2.8129 1.3824 -0.9121
C -3.0114 0.0164 -2.1108
C -2.6451 -1.3213 -1.5570
C -3.2589 -1.8246 -0.4157
C -2.8741 -3.0723 0.0514
N -1.9630 -3.8199 -0.5441
C -1.3915 -3.3486 -1.6382
C -1.6878 -2.1098 -2.1834
N -0.3954 0.5509 -1.3854
C 0.9688 0.6502 -1.4633
C 1.7032 -0.3929 -2.0361
C 3.0666 -0.2722 -2.1699
C 3.7291 0.8716 -1.7257
C 3.0226 1.8941 -1.1361
C 1.6367 1.7947 -1.0001
C 0.8745 2.8649 -0.3720
O 1.3424 3.8801 0.0968
N -0.1174 -1.5577 1.1529
C 0.9628 -2.4945 0.9636
C 2.2941 -1.8116 0.9304
C 2.7280 -0.6541 1.5055
C 4.0994 -0.5352 1.1705
C 4.3941 -1.6265 0.4180
O 3.3057 -2.4037 0.2626
H -2.3260 -0.2723 1.5352
H -2.2935 -0.3359 3.3098
H -0.3411 1.1726 3.3533
H -0.2514 1.1518 1.6019
H -2.7735 2.0379 1.7659
H -2.2950 2.4810 3.3975
H -0.2468 3.6594 2.1908
H -1.8246 4.4433 2.2259
H -0.8775 4.6400 0.0245
H -2.3333 3.6093 -0.0469
H -2.4074 0.2654 -2.9816
H -4.0722 0.0569 -2.3656
H -4.0222 -1.2547 0.0938
H -3.3174 -3.4941 0.9429
H -0.6604 -3.9996 -2.1010
H -1.1930 -1.7627 -3.0769
H 1.1802 -1.2743 -2.3713
H 3.6310 -1.0735 -2.6230
H 4.7993 0.9482 -1.8397
H 3.5088 2.7863 -0.7723
H -0.3320 -0.9367 0.3871
H 0.9190 -3.1857 1.8140
H 0.8143 -3.0637 0.0417
H 2.1510 0.0212 2.1030
H 4.7636 0.2539 1.4560
H 5.3016 -1.9576 -0.0459
```

As for the SMILES: O=C(CCCCCn1c(SCc2ccncc2)nc2ccccc2c1=O)NCc1ccco1. The HOMO-LUMO gap is 0.3111 Ha. The multiplicity is 1. The relative energy (zero: lowest compared OMol25 entry of this formula, charge and spin) comes out at 5.51 kcal/mol. As for the largest force on an atom: 0.914 eV/Å.

---

[5]
A single C25H26N4O4S2 molecule. Source: OMol25; level of theory: ωB97M-V with the def2-TZVPD basis set.

XYZ file:
```
61
C25H26N4O4S2 | OMol25 | ωB97M-V with the def2-TZVPD basis set
C -3.0340 1.8136 -0.9395
C -1.7869 0.9374 -0.9571
O -0.7808 1.3988 -0.0767
C -0.9665 1.2881 1.2767
C -0.0715 2.0050 2.0723
C -0.1065 1.8897 3.4468
C -1.0428 1.0717 4.0724
C -1.0294 0.8486 5.5598
C 0.1423 -0.0771 5.9843
N 0.5229 -0.9822 4.9211
C -0.3457 -1.9041 4.4424
O -1.2781 -2.3391 5.0889
C -0.1201 -2.3368 3.0225
C -0.7452 -3.4977 2.5686
C -0.7631 -3.7833 1.2215
C -0.1466 -2.9347 0.3022
C -0.3518 -3.1836 -1.1368
O -0.9159 -4.1438 -1.6036
N 0.1093 -2.1595 -1.9354
C 0.8668 -1.1186 -1.5063
C 1.3897 -0.1614 -2.3298
C 1.1547 -0.1085 -3.7720
O 0.4529 -0.9553 -4.3179
N 1.7404 0.9100 -4.4221
C 1.6183 1.1246 -5.8509
C 2.9940 1.0396 -6.5063
C 0.9558 2.4741 -6.1154
S 2.3689 0.9422 -1.3931
C 2.0667 0.0467 0.0782
S 2.8594 0.4082 1.4657
N 1.1854 -0.9776 -0.1718
C 0.5541 -1.8105 0.7646
C 0.5342 -1.5114 2.1195
C -1.9528 0.3935 3.2747
C -1.9233 0.4925 1.8938
H -3.4997 1.8044 0.0430
H -2.7673 2.8388 -1.1844
H -3.7465 1.4468 -1.6729
H -2.0435 -0.1088 -0.7418
H -1.3199 0.9754 -1.9461
H 0.6592 2.6341 1.5885
H 0.6087 2.4404 4.0405
H -1.9684 0.3774 5.8492
H -0.9373 1.7959 6.0928
H 1.0244 0.5084 6.2442
H -0.1628 -0.6665 6.8515
H 1.2573 -0.6578 4.3137
H -1.2481 -4.1296 3.2839
H -1.2833 -4.6455 0.8324
H -0.0388 -2.1693 -2.9528
H 2.3065 1.5648 -3.9033
H 0.9789 0.3159 -6.2190
H 3.6442 1.8256 -6.1267
H 2.9017 1.1560 -7.5822
H 3.4531 0.0761 -6.2999
H -0.0172 2.5203 -5.6326
H 1.5754 3.2825 -5.7317
H 0.8198 2.6191 -7.1831
H 0.9858 -0.5907 2.4415
H -2.6957 -0.2413 3.7346
H -2.6413 -0.0716 1.3192
```

As for the SMILES: CCOc1ccc(CCNC(=O)c2ccc3c(=O)[nH]c4c(C(=O)NC(C)C)sc(=S)n4c3c2)cc1. The HOMO-LUMO gap is 0.2750 Ha. The multiplicity is 1. As for the largest force on an atom: 1.102 eV/Å.

---

[6]
C25H26N4O9P2W as an isolated structure. Source: OMol25; level of theory: ωB97M-V with the def2-TZVPD basis set.

XYZ file:
```
67
C25H26N4O9P2W | OMol25 | ωB97M-V with the def2-TZVPD basis set
W 0.3113 -0.1680 0.1467
C -0.3524 -0.3417 3.3727
N 0.4305 -1.2126 2.4775
C 1.7403 -1.4575 3.0825
C -0.2704 -2.4934 2.3194
C -1.5037 -2.2903 1.5123
C -2.6962 -2.9263 1.8226
C -3.8088 -2.7490 1.0102
C -3.7063 -1.9348 -0.1085
C -2.5104 -1.2891 -0.3975
C -1.3822 -1.4460 0.4130
H -0.4048 -0.7932 4.3714
H -1.3559 -0.2039 2.9848
H 0.1263 0.6313 3.4394
H 1.6192 -1.9963 4.0289
H 2.2438 -0.5152 3.2650
H 2.3620 -2.0498 2.4114
H -0.4904 -2.9488 3.2940
H 0.4082 -3.1682 1.7883
H -2.7556 -3.5607 2.7006
H -4.7455 -3.2338 1.2549
H -4.5635 -1.7855 -0.7538
H -2.4613 -0.6434 -1.2636
C 6.8708 1.1551 -1.5955
O 7.0521 -0.1304 -2.1746
C 6.1452 -0.5385 -3.0906
C 6.3635 -1.7964 -3.6507
C 5.4801 -2.2990 -4.5846
C 4.3468 -1.5811 -4.9484
C 4.1595 -0.3073 -4.4260
C 5.0489 0.2193 -3.5007
N 3.4861 -2.1990 -5.9346
N 2.2542 -2.0581 -5.9236
C 1.5728 -1.5061 -4.7814
C 0.6181 -0.5634 -5.0111
C -0.0737 0.0918 -3.9607
C 0.2241 -0.2329 -2.6777
O -0.3513 0.3041 -1.5946
C 1.1674 -1.2585 -2.4251
N 1.3479 -1.5459 -1.1058
C 2.0969 -2.5716 -0.7824
C 2.6950 -3.3959 -1.7481
C 2.5502 -3.0962 -3.0721
C 1.7972 -1.9617 -3.4501
H 7.7016 1.2958 -0.9116
H 5.9309 1.2122 -1.0427
H 6.8930 1.9368 -2.3570
H 7.2328 -2.3605 -3.3388
H 5.6418 -3.2761 -5.0246
H 3.3229 0.2965 -4.7471
H 4.8642 1.2053 -3.1006
H 0.4345 -0.2778 -6.0401
H -0.8193 0.8482 -4.1648
H 2.2343 -2.7512 0.2767
H 3.2685 -4.2551 -1.4314
H 2.9918 -3.7356 -3.8257
O 3.7580 2.2532 0.9667
P 2.3092 1.7403 0.5801
O 1.9643 1.6544 -0.8599
O 2.1113 0.3563 1.2075
O 1.3711 2.7803 1.3631
P -0.2434 2.8392 0.9904
O -0.8046 3.5774 2.2848
O -0.4911 3.5569 -0.2579
O -0.6674 1.3710 1.1630
H 3.8101 3.2121 1.0122
H -1.0004 4.4947 2.0773
```

The HOMO-LUMO gap (alpha / beta) is 0.2481 / 0.2598 Ha. The multiplicity is 3. The relative energy (zero: lowest compared OMol25 entry of this formula, charge and spin) comes out at 9.79 kcal/mol. As for the largest force on an atom: 1.397 eV/Å.

---

E_tot
In order: -1852.2128, -1984.3711, -1262.5531, -1811.2513, -2284.7261, -2614.5427
Unit: Eh